Formula: C41H76FN5O6S2
Source: the OMol25 dataset
Level of theory: ωB97M-V with the def2-TZVPD basis set

Structure (XYZ):
```
131
Properties=species:S:1:pos:R:3:lowdin_charge:R:1
S 5.28031 -0.14177 1.58357 0.62
S 2.43135 0.66766 2.06253 0.81
F -1.09597 -5.56481 -0.82645 -0.07
O 0.96863 3.36246 8.78142 0.01
O -6.40934 -0.40004 -6.49333 0.01
O -2.95222 3.08003 5.31356 0.01
O -1.82216 -2.78574 -2.05916 0.05
O -9.31573 -1.56013 -2.63381 0.01
O -2.13435 -1.87412 3.31357 0.02
N 3.80788 0.75911 -0.53362 -0.19
N -8.44431 -1.33380 -6.97267 -0.20
N -7.35523 -2.23288 -1.66087 -0.19
N -1.15693 1.65918 5.27448 -0.19
N 0.43525 5.32468 9.83264 -0.20
C 1.61740 -2.09730 2.57584 -0.20
C 0.67345 -3.81162 -0.53493 -0.07
C 11.73541 -2.36505 -0.79381 -0.14
C -0.27119 4.65311 10.90684 -0.04
C 0.93185 3.06916 -1.79736 -0.21
C 5.69743 0.78395 -2.16329 -0.17
C 0.51654 6.77089 9.84184 -0.06
C -1.58593 2.94461 -2.65611 -0.21
C -9.62007 -1.34143 -7.81839 -0.06
C 9.26390 0.61529 -2.06325 -0.21
C 10.50897 -1.32717 -0.69039 -0.27
C 2.46207 1.14668 -1.01740 -0.21
C 1.96647 2.62055 -0.64492 -0.19
C 10.03507 -0.78749 -2.11639 -0.23
C -1.78378 -2.57299 -0.83162 -0.24
C -7.26418 -1.04817 -0.82935 -0.04
C -3.11579 -1.45894 1.12880 0.02
C 0.20054 -4.98746 -2.90553 -0.06
C -2.99100 -1.70669 -0.24512 0.02
C 1.00119 4.57612 8.84693 -0.34
C -7.42060 -0.45755 -7.16624 -0.35
C -0.40901 2.44170 6.24189 -0.05
C 8.08060 0.63341 -0.95401 -0.20
C 0.42544 -3.22251 2.52211 -0.11
C -8.41311 -2.36454 -2.50586 -0.37
C -6.31685 -3.23862 -1.56622 -0.05
C -8.35377 -2.28889 -5.88540 -0.05
C -2.80184 0.43543 -4.15059 -0.12
C 4.90653 1.62876 -1.02262 -0.20
C -1.99835 -2.05308 2.07783 -0.26
C 0.20439 -5.15012 -1.31627 -0.29
C -2.39564 2.07998 4.90103 -0.35
C 3.86368 0.46674 0.88308 -0.95
C -0.56243 0.45401 4.73563 -0.06
C -0.41457 2.21723 -1.80663 -0.21
C -3.73606 1.60124 -3.55284 -0.26
C -3.04764 2.38553 -2.32491 -0.22
C -0.58637 -3.08455 0.09276 -0.06
C -0.73424 -2.80842 1.47962 -0.06
C 6.82387 -0.17564 -1.57546 -0.24
C 1.21982 -0.72930 1.84458 -0.46
H -0.87788 -4.82292 -3.25101 0.08
H 2.80666 3.36884 -0.50706 0.11
H -8.25539 -1.74835 -4.94330 0.07
H 1.07388 7.13540 8.97822 0.08
H -1.22758 -0.03047 4.02218 0.05
H 0.37020 0.71298 4.23037 0.06
H 0.41548 3.97585 11.41996 0.09
H -6.27911 -3.61469 -0.54052 0.09
H -7.23271 -0.16235 -1.46829 0.09
H -1.99960 0.21964 -3.36562 0.05
H 1.62754 0.43026 -0.72121 0.10
H 7.26226 -0.74241 -2.47632 0.10
H 1.41132 -4.17610 0.26330 0.11
H -4.01956 2.30529 -4.40514 0.11
H 12.72808 -1.83726 -0.97714 0.07
H -3.09813 1.76966 -1.36744 0.10
H 10.82145 -0.44665 -0.04091 0.11
H 8.41643 0.22225 0.04694 0.09
H 9.65304 -1.91594 -0.20447 0.11
H -2.87361 1.41346 4.16395 0.13
H 1.51171 5.18392 8.08224 0.13
H 2.50259 1.10194 -2.16662 0.13
H 2.01683 -1.97019 3.62759 0.11
H -0.66702 5.38020 11.61592 0.09
H 6.43516 -0.98728 -0.87688 0.07
H -6.36768 -1.08547 -0.20962 0.07
H 1.48117 2.88617 -2.78819 0.11
H 0.89868 -6.03058 -1.08348 0.14
H 7.81839 1.73697 -0.82164 0.10
H -0.26308 3.45112 5.84942 0.09
H -0.49430 7.18546 9.81626 0.09
H 0.82007 -4.24466 2.23490 0.11
H -0.35384 -0.23520 5.55796 0.10
H 0.86008 -4.10043 -3.16844 0.08
H -3.72100 3.29823 -2.13709 0.11
H 8.71495 0.70404 -3.07089 0.10
H 6.20820 1.54098 -2.86026 0.12
H -7.46544 -2.90986 -6.02829 0.10
H -0.01405 -3.29991 3.56301 0.11
H -4.71979 1.13108 -3.20426 0.09
H -10.50333 -1.15212 -7.20325 0.09
H -2.34308 0.81353 -5.13051 0.08
H -6.51390 -4.06931 -2.24469 0.09
H -8.38411 -3.29896 -3.08977 0.13
H -9.71019 -2.32052 -8.29588 0.09
H 0.55477 -5.93365 -3.44498 0.08
H 0.23529 -0.37423 2.30207 0.06
H -1.09112 4.06669 10.48591 0.09
H -3.76739 -1.26452 -0.95427 0.11
H 9.42599 -1.61865 -2.61019 0.11
H 1.34688 2.54936 0.31278 0.08
H -7.58975 0.22292 -8.01668 0.13
H 5.61933 2.00026 -0.22228 0.11
H 10.96346 -0.63694 -2.75298 0.11
H -1.57911 4.05873 -2.37419 0.11
H -0.98117 2.50611 7.16903 0.09
H -1.40982 2.89881 -3.77639 0.11
H -5.35786 -2.78367 -1.82563 0.07
H 1.29140 -3.13411 -1.22101 0.13
H -3.98760 -0.85037 1.54440 0.13
H 4.54585 2.56894 -1.57647 0.12
H 4.96162 0.12229 -2.73649 0.11
H 1.02121 7.09429 10.75584 0.09
H 0.55858 1.98253 6.44051 0.09
H -3.40242 -0.51729 -4.34342 0.07
H 0.71261 4.18077 -1.73247 0.11
H -9.24192 -2.92035 -5.85497 0.09
H 9.94428 1.51950 -2.00066 0.11
H -0.82464 2.06998 -0.74752 0.11
H -9.55055 -0.57319 -8.58940 0.08
H -8.14907 -0.98781 -0.19162 0.10
H 1.15091 -0.95312 0.73735 0.06
H 11.53682 -3.17936 -1.57384 0.08
H 2.47028 -2.54840 1.95053 0.11
H -0.28617 1.18952 -2.30033 0.10
H 11.86020 -2.92741 0.19754 0.07
```

Results
SMILES string = CCCCCCCCN(CCCCCCCC)C(=S)SCCCC1=C(C[C@H](C)F)C(=O)C=CC1=O.CN(C)C=O.CN(C)C=O.CN(C)C=O.CN(C)C=O
E_LUMO = -1.7 eV
E_HOMO = -8.18 eV
DFT total energy = -87866.30458 eV
net charge = 0
gap between HOMO and LUMO = 6.527 eV



Formula: C8H8F8NO6PS2
Source: the OMol25 dataset
Level of theory: ωB97M-V with the def2-TZVPD basis set

Structure (XYZ):
```
34
Properties=species:S:1:pos:R:3:nbo_charge:R:1
S 3.39623 2.38734 2.19546 2.37
S -0.10130 3.03990 -0.05392 0.15
P 0.38006 2.73711 4.07498 1.38
F -1.40115 -3.45612 -5.15191 -0.32
F -1.12105 -3.58412 -2.44351 -0.32
F -1.82702 0.30411 -0.30256 -0.33
F -1.65506 -1.42078 -4.44552 -0.32
F -1.53782 0.31214 -2.45376 -0.31
F -4.09056 -0.30253 -1.78733 -0.32
F 0.82367 -3.69269 -3.35419 -0.32
F -3.18016 -2.12501 -2.50108 -0.32
O 4.81013 2.20478 1.72365 -0.82
O 3.09535 2.00349 3.81054 -0.62
O 2.56836 1.13365 1.42132 -0.63
O -0.49253 2.35135 5.30204 -1.07
O 2.83095 3.76321 2.05478 -0.85
O 0.24090 -1.80193 -2.37398 -0.51
N 0.25954 0.72109 1.66906 -0.55
C 1.58165 0.63128 2.37266 0.20
C -1.75999 -0.51007 -1.40257 0.60
C 1.74164 1.42464 3.77615 -0.27
C 0.29251 1.61518 0.72495 0.25
C -0.23259 -2.87317 -3.16260 0.85
C -3.12029 -1.21410 -1.51855 0.52
C -0.76843 -2.42975 -4.53453 0.50
C -0.52062 -1.41308 -1.21171 -0.14
H 1.61877 -0.48670 2.62877 0.23
H -3.38311 -1.70664 -0.57894 0.14
H -0.73684 -2.27578 -0.57551 0.21
H 0.19163 -0.81642 -0.63497 0.22
H -0.51960 2.85333 2.95942 -0.03
H 0.05041 -2.09454 -5.17517 0.15
H 0.90998 4.04225 4.31409 -0.02
H 1.65633 0.67857 4.63444 0.28
```

Results
SMILES string = O=[PH2][C@@H]1OS(=O)(=O)O[C@@H]1N=C=S.FC(F)C(F)(F)COC(F)(F)C(F)F
E_LUMO = -1.1 eV
E_HOMO = -10.36 eV
DFT total energy = -74895.40303 eV
net charge = 0
gap between HOMO and LUMO = 9.218 eV